No. 1
4
Properties=species:S:1:pos:R:3 method="wB97M-V/def2-TZVPD" de_lowest_ev=0.708 smiles=N#P.Cl
N -3.0364 1.1084 0.0794
P -2.8563 1.6203 1.4333
H 0.1671 -0.3470 -0.1849
Cl 0.0542 -1.5461 0.2301


No. 2
4
Properties=species:S:1:pos:R:3 method="wB97M-V/def2-TZVPD" de_lowest_ev=0.756 smiles=N#P.Cl
H 0.5275 0.2059 -0.4606
P -3.4716 -0.4094 -0.0203
N -3.2336 0.8441 0.6969
Cl 0.6848 1.4089 -0.0894


no.,E (Ha),gap between HOMO and LUMO (eV)
1,-856.861745,11.40
2,-856.859947,11.32